1.
This record from the Open Molecules 2025 dataset describes an isolated ion of composition C5H6N and charge +1. The level of theory is ωB97M-V/def2-TZVPD.

Geometry as XYZ:
```
12
Properties=species:S:1:pos:R:3:forces:R:3:nbo_charge:R:1
N -1.915 -0.096 -0.056 -0.352 -0.166 0.013 -0.222
C -0.652 -0.593 -0.290 -2.042 0.110 0.622 -0.052
C -3.214 -0.175 -0.014 -0.222 0.997 0.508 0.154
C -4.443 0.181 0.154 4.976 -1.060 -1.207 0.053
C 1.779 -0.124 0.110 0.964 -0.998 0.205 -0.724
C 0.388 0.296 0.045 -1.771 -1.897 -0.334 0.160
H -0.181 1.109 0.406 0.866 2.046 0.513 0.246
H 2.587 0.592 -0.241 -1.218 -0.644 0.421 0.308
H 1.940 -0.216 1.277 -0.070 -0.107 -1.979 0.320
H -0.472 -1.638 -0.517 -0.247 0.006 -0.418 0.232
H -5.468 0.230 -0.061 -1.044 -0.215 0.259 0.263
H 1.869 -1.150 -0.452 0.160 1.928 1.396 0.262
```
Positions in Å, forces in eV/Å.

- Molecular weight: 80.11 g mol⁻¹
- LUMO energy (alpha / beta): -7.78 / -7.79 eV
- Frontier orbital gap (alpha / beta): 0.2375 / 0.2405 Ha
- Energy relative to the best compared isomer or geometry (same formula, charge and spin): 138.5 kcal/mol
- Charge: +1
- Strongest force on any atom: 5.23 eV Å⁻¹

---

2.
This record from the Open Molecules 2025 dataset describes C50H49BrIN7O3PbS5Se as an isolated structure. The level of theory is ωB97M-V/def2-TZVPD.

Geometry as XYZ:
```
118
Properties=species:S:1:pos:R:3:forces:R:3:lowdin_charge:R:1
Pb -0.012 0.905 -0.673 0.261 0.063 -0.176 1.211
I 2.555 1.060 -5.081 -0.154 -0.249 -0.480 0.920
Br 5.198 -0.336 -7.172 0.034 0.211 0.075 0.669
Se -3.391 3.676 3.077 -0.303 -0.753 -0.198 0.878
S 0.551 -3.284 -1.339 -0.152 -0.037 0.465 0.573
S -0.679 3.632 1.612 0.547 -0.525 0.306 0.889
S -0.499 -6.805 0.541 -1.377 -0.054 -1.508 0.650
S 0.625 1.924 3.864 0.468 0.377 0.716 0.952
S -0.675 4.366 -3.201 2.040 0.120 -0.546 0.878
O -1.950 -7.091 0.545 2.076 0.546 0.437 -0.350
O 0.394 5.450 -3.091 -1.148 -0.950 -0.023 -0.543
O 0.372 -7.955 0.473 -0.015 0.108 0.405 -0.341
N -0.136 -5.771 -0.714 -0.718 -1.256 0.143 -0.112
N 0.075 0.887 1.550 -0.248 0.564 0.923 -0.188
N -2.277 1.926 -0.321 0.457 0.241 0.013 -0.036
N -2.162 2.926 1.865 0.347 0.028 -0.546 -0.677
N -4.693 2.577 2.325 0.021 0.393 -0.149 -0.301
N 3.350 -0.238 -1.044 0.112 -0.014 0.118 0.212
N -2.072 0.890 -4.958 -0.030 0.510 0.032 0.147
C 3.739 -1.023 -0.299 -0.316 -0.566 -0.428 -0.151
C -1.653 -0.714 2.137 -0.083 -0.711 0.493 -0.005
C 0.010 -5.888 3.195 0.689 1.831 -0.263 -0.041
C 6.930 0.555 -5.142 -0.520 1.537 2.540 -0.145
C -4.941 1.320 0.236 -1.800 0.560 0.990 -0.092
C 4.235 -2.057 0.638 -0.514 0.523 0.511 -0.567
C -4.900 -1.609 2.959 -0.232 0.930 -0.648 -0.036
C -0.558 0.628 3.830 -0.178 -0.235 -1.052 -0.492
C -2.823 2.320 0.792 -1.215 0.125 0.807 -0.412
C -0.024 -5.662 1.819 -0.531 -0.863 0.418 -0.232
C -3.374 -3.500 3.567 -0.677 -1.967 -0.925 -0.054
C 3.531 3.878 -0.390 -0.404 0.685 -0.344 -0.098
C -3.466 -2.692 1.294 0.203 -0.822 -1.419 -0.060
C -3.835 5.208 -0.141 1.011 0.194 -0.033 -0.092
C -3.537 -2.285 2.739 0.033 1.638 -0.021 -0.583
C -2.303 -0.921 4.460 1.152 1.070 -0.415 -0.046
C -1.556 4.733 -4.706 0.859 0.606 -0.143 -0.249
C 4.897 1.466 -3.431 0.143 0.270 -1.014 -0.182
C -1.586 5.463 -1.029 0.989 1.332 1.850 -0.122
C -2.461 -1.266 3.121 -0.194 -0.507 -0.048 -0.178
C 1.572 2.502 -0.120 -0.268 0.128 -0.435 -0.311
C 2.639 3.524 1.779 0.452 0.468 2.045 -0.101
C 1.672 2.730 1.259 -1.107 -1.151 -0.060 -0.385
C -0.710 0.216 2.485 0.428 1.198 -0.536 -0.356
C 4.597 0.978 -4.702 -0.626 0.243 0.963 -0.749
C 5.743 -2.112 0.506 1.221 -1.010 -0.316 -0.075
C 0.228 -4.460 1.194 -0.223 0.650 0.653 -0.238
C 7.247 1.138 -3.895 0.349 -0.554 -0.647 -0.070
C -4.236 2.133 1.160 0.208 -0.673 -0.139 -0.452
C -1.329 0.054 4.813 -0.121 -0.218 1.312 -0.086
C 0.499 2.165 2.078 0.352 -0.073 -1.189 -0.859
C -3.069 1.366 -1.301 0.029 -0.110 1.195 -0.257
C -2.045 -1.996 -3.186 0.999 -0.261 0.613 -0.128
C 3.684 -3.467 0.407 0.396 0.715 -1.947 -0.045
C -1.541 -0.024 -4.512 0.128 0.092 -0.156 -0.287
C 5.610 0.526 -5.513 -0.547 -0.805 -1.097 -0.722
C 0.151 -4.576 -0.309 0.581 0.711 -0.034 -0.868
C 6.216 1.601 -3.080 0.816 -0.395 0.045 -0.085
C 3.827 -1.560 2.063 1.232 -0.588 -0.184 -0.023
C 0.450 -3.341 2.003 0.054 -0.003 0.186 -0.042
C -4.133 4.452 -1.252 -2.228 -1.201 0.117 -0.095
C -2.542 5.698 -0.048 0.290 1.128 1.404 -0.120
C -1.003 -1.314 -4.099 -0.011 0.161 -0.382 -0.247
C -3.243 4.233 -2.252 0.574 0.012 -0.228 -0.109
C -4.366 1.051 -0.985 -0.362 -1.102 -2.530 -0.151
C 0.314 -4.776 3.992 -0.277 0.637 -1.203 -0.071
C 0.457 -3.504 3.387 0.153 -1.533 -0.332 -0.061
C -1.971 4.733 -2.089 0.479 -0.132 -1.396 -0.445
C 2.482 3.138 -0.961 0.600 -0.228 1.809 -0.139
C 3.574 4.128 0.980 1.023 -0.136 -1.088 -0.105
H -0.800 4.702 -5.513 -0.554 0.011 0.361 0.063
H 7.698 0.217 -5.746 1.196 -0.787 -1.247 0.069
H -2.916 -1.397 5.194 -0.184 0.009 0.478 0.089
H -2.413 -3.987 3.361 -0.248 -0.062 -0.008 0.085
H -2.548 1.098 -2.202 -0.202 -0.058 -0.302 0.037
H 0.407 -4.829 5.062 -0.090 -0.239 0.236 0.092
H -5.700 -2.258 2.610 -0.172 -0.198 -0.047 0.074
H 4.088 1.805 -2.810 0.084 -0.024 0.354 0.039
H 6.172 -2.857 1.204 -0.400 0.279 -0.075 0.090
H 2.753 -1.559 2.194 -0.169 0.053 0.030 0.066
H 3.884 -4.033 1.256 0.672 -1.145 1.568 0.066
H -1.679 -1.099 1.132 -0.201 0.232 -0.331 0.091
H 4.117 -3.951 -0.487 0.086 0.280 0.414 0.104
H -4.221 -4.184 3.304 0.765 0.136 0.272 0.104
H -0.528 5.839 -0.935 -1.344 -0.524 -0.141 0.130
H 2.447 3.001 -2.010 -0.119 -0.050 -0.940 0.056
H -0.022 -1.194 -3.603 -0.504 -0.106 -0.149 0.077
H -4.516 5.358 0.674 -0.288 -0.091 0.155 0.085
H -4.150 -3.550 1.116 0.080 0.633 0.042 0.097
H 4.243 -0.555 2.248 -0.262 -0.367 0.016 0.093
H -0.828 -1.797 -5.083 -0.068 -0.281 0.697 0.123
H -4.957 -0.662 2.358 0.103 -0.784 0.476 0.088
H 4.252 4.362 -1.044 0.038 -0.063 0.028 0.091
H -2.245 6.259 0.867 -0.276 -0.445 -0.773 0.109
H -0.112 -6.834 3.646 -0.294 -1.007 0.153 0.097
H -2.481 -3.100 0.991 -0.262 0.309 0.307 0.086
H 2.708 3.651 2.867 -0.128 0.062 -0.321 0.101
H -1.943 5.734 -4.529 -0.080 0.111 -0.416 0.061
H 6.242 -1.175 0.720 -0.025 0.373 -0.059 0.078
H -1.854 -1.628 -2.164 -0.238 -0.123 -0.316 0.032
H 2.640 -3.536 0.244 -1.125 0.458 -0.117 -0.005
H 4.397 4.714 1.396 -0.328 -0.103 -0.051 0.095
H -3.075 -1.753 -3.444 0.092 -0.206 -0.243 0.074
H -3.436 -3.313 4.597 -0.067 0.304 1.541 0.052
H -3.503 3.633 -3.098 -0.113 -0.325 -0.232 0.101
H -6.028 1.064 0.439 1.517 0.296 -0.224 0.115
H -2.336 4.018 -4.842 -0.452 -0.498 -0.302 0.022
H 4.301 -2.295 2.753 -0.448 0.596 -0.113 0.094
H 0.621 -2.672 4.019 0.108 0.873 0.463 0.093
H -5.052 3.844 -1.317 0.183 0.788 0.184 0.121
H -4.953 0.551 -1.817 0.560 0.515 1.213 0.117
H -3.706 -1.873 0.591 -0.029 -0.296 0.319 0.090
H -1.140 0.353 5.886 -0.481 -0.387 -1.265 0.115
H 8.318 1.148 -3.584 -1.090 0.214 -0.173 0.112
H 6.442 2.035 -2.139 0.230 0.294 0.791 0.096
H -5.120 -1.327 3.988 0.240 -0.115 0.163 0.078
H 0.616 -2.345 1.599 -0.134 -0.263 -0.220 0.094
H -1.821 -3.071 -3.152 -0.396 0.304 -0.045 0.056
H 6.067 -2.481 -0.497 -0.402 0.496 0.546 0.098
```
Positions in Å, forces in eV/Å.

- Molecular weight: 1449.29 g mol⁻¹
- LUMO energy: 3.21 eV
- Frontier orbital gap: 0.1678 Ha
- Energy relative to the best compared isomer or geometry (same formula, charge and spin): 20.8 kcal/mol
- Charge: -2
- Strongest force on any atom: 3.01 eV Å⁻¹

---

3.
This record from the Open Molecules 2025 dataset describes C25H10CrF10N6O2 as an isolated structure. The level of theory is ωB97M-V/def2-TZVPD.

Geometry as XYZ:
```
54
Properties=species:S:1:pos:R:3:forces:R:3:nbo_charge:R:1
Cr -0.941 1.064 -0.154 -0.139 -0.050 -0.114 1.556
F -0.432 -5.845 -3.591 -0.001 0.017 0.010 -0.278
F -3.141 4.835 -0.549 0.010 0.003 -0.013 -0.308
F -0.528 -1.539 -0.323 0.045 -0.027 0.010 -0.333
F -1.965 3.968 1.716 0.062 -0.007 -0.006 -0.311
F -0.493 5.518 1.365 -0.026 -0.020 0.023 -0.309
F -2.026 4.672 -2.392 -0.010 0.001 0.020 -0.313
F 0.133 3.470 1.631 -0.003 -0.044 0.006 -0.332
F -1.548 6.235 -0.977 -0.015 -0.033 -0.023 -0.318
F -2.610 -4.419 -3.475 0.010 0.002 0.011 -0.289
F 1.640 -2.926 -0.488 -0.021 -0.012 -0.012 -0.288
O 0.890 1.025 -0.117 -0.118 -0.099 0.079 -0.733
O -1.403 2.716 -0.660 -0.043 0.100 0.123 -0.710
N -2.741 0.148 -0.650 0.210 0.037 -0.033 -0.584
N 4.087 -4.694 -0.841 0.009 0.009 -0.016 -0.267
N -1.062 0.693 1.758 -0.015 0.025 0.018 -0.548
N -0.486 0.468 3.836 0.008 -0.016 -0.047 -0.492
N 2.252 -7.329 -3.593 -0.002 -0.018 0.022 -0.253
N -5.106 -2.556 -3.079 -0.019 -0.018 0.036 -0.309
C 0.471 4.207 -1.065 0.029 0.038 -0.001 -0.647
C -0.532 -2.594 -1.184 -0.071 0.020 0.017 0.272
C -2.879 -2.077 -1.888 0.006 0.050 0.075 -0.453
C -1.865 0.523 3.816 -0.038 0.005 0.018 -0.064
C -4.095 -2.377 -2.558 -0.020 0.006 -0.098 0.277
C -0.430 -4.785 -2.790 -0.008 0.016 0.002 0.362
C -0.018 0.575 2.579 0.072 0.029 -0.056 0.426
C 0.619 -3.324 -1.245 0.026 -0.018 -0.008 0.422
C 3.708 0.295 2.814 -0.015 -0.004 0.033 -0.242
C 2.375 0.313 3.154 0.020 0.001 -0.028 -0.164
C -1.926 4.951 -1.087 0.032 0.027 -0.016 0.968
C 2.069 -6.392 -2.949 0.004 -0.011 -0.067 0.249
C 3.122 0.777 0.530 -0.066 -0.018 0.047 -0.212
C -0.899 3.994 -0.434 -0.045 -0.056 -0.070 0.093
C 3.109 -4.907 -1.412 0.027 -0.004 0.057 0.253
C 0.744 -4.471 -2.061 -0.045 0.029 0.012 -0.178
C -1.697 -2.885 -1.921 0.051 -0.042 -0.018 -0.057
C 4.076 0.529 1.489 0.020 0.001 -0.019 -0.171
C 1.761 0.793 0.862 0.122 0.039 -0.059 0.342
C 1.382 0.562 2.196 0.001 0.001 0.034 -0.156
C 1.933 -5.234 -2.138 0.004 -0.001 0.008 -0.195
C -2.846 -0.862 -1.221 -0.030 0.000 -0.002 0.526
C -0.820 4.253 1.085 -0.015 0.053 0.024 0.959
C -1.576 -4.038 -2.725 0.020 0.002 0.009 0.359
C -2.217 0.664 2.520 0.012 -0.003 0.016 -0.063
H 0.397 4.010 -2.132 -0.009 -0.003 -0.004 0.240
H 1.184 3.513 -0.627 -0.017 0.003 -0.007 0.240
H 0.086 0.379 4.657 -0.007 -0.003 0.000 0.433
H 4.458 0.093 3.565 -0.001 0.000 0.000 0.224
H 5.122 0.510 1.210 0.000 0.001 -0.005 0.225
H 0.817 5.229 -0.915 0.007 -0.008 0.011 0.239
H 2.103 0.116 4.183 -0.008 0.000 0.002 0.194
H -3.189 0.746 2.068 -0.005 0.000 0.006 0.251
H 3.389 0.952 -0.503 0.008 0.001 -0.005 0.226
H -2.455 0.457 4.711 -0.002 -0.001 0.001 0.238
```
Positions in Å, forces in eV/Å.

- Molecular weight: 668.37 g mol⁻¹
- LUMO energy (alpha / beta): -1.45 / -2.61 eV
- Frontier orbital gap (alpha / beta): 0.2346 / 0.2182 Ha
- Multiplicity: 5
- Energy relative to the best compared isomer or geometry (same formula, charge and spin): 0.0 kcal/mol
- Strongest force on any atom: 0.22 eV Å⁻¹

---

4.
This record from the Open Molecules 2025 dataset describes one molecule with the formula C2H2ClNO2. The level of theory is ωB97M-V/def2-TZVPD.

Geometry as XYZ:
```
8
Properties=species:S:1:pos:R:3:forces:R:3:nbo_charge:R:1
Cl 1.171 1.785 -0.117 0.436 1.602 0.015 0.116
O 0.345 -1.846 -0.182 -0.207 0.743 0.044 -0.399
O 2.113 -0.711 0.048 3.881 0.439 0.256 -0.317
N 0.959 -0.791 -0.041 -3.825 -1.601 -0.008 0.515
C -1.169 0.426 0.137 2.227 -0.374 -0.642 -0.337
C 0.162 0.485 0.040 -1.874 -0.934 -0.098 -0.034
H -1.666 -0.479 0.092 -0.161 -2.295 0.259 0.233
H -1.915 1.132 0.024 -0.477 2.420 0.175 0.224
```
Positions in Å, forces in eV/Å.

- Molecular weight: 107.50 g mol⁻¹
- SMILES: C=C(Cl)[N+](=O)[O-]
- LUMO energy: -0.59 eV
- Frontier orbital gap: 0.3674 Ha
- Energy relative to the best compared isomer or geometry (same formula, charge and spin): 90.4 kcal/mol
- Strongest force on any atom: 4.15 eV Å⁻¹